{
  "formula": "C56H126F6NP4",
  "method": "ωB97M-V/def2-TZVPD",
  "fmax_ev_per_a": 3.70,
  "multiplicity": 2,
  "orbital_gap_ev": [2.4, 10.7],
  "e_tot_ev": -115054.54381,
  "charge": 2,
  "elements": ["C", "H", "C", "H", "H", "H", "H", "H", "H", "H", "P", "H", "H", "C", "H", "H", "H", "C", "H", "C", "C", "H", "H", "H", "C", "C", "C", "C", "H", "H", "C", "H", "H", "C", "H", "H", "C", "C", "H", "C", "C", "H", "C", "H", "C", "H", "H", "H", "H", "H", "H", "H", "C", "H", "H", "H", "H", "H", "H", "H", "H", "F", "H", "C", "H", "H", "H", "H", "C", "H", "H", "C", "H", "H", "H", "H", "C", "C", "H", "H", "H", "H", "H", "C", "C", "P", "H", "C", "H", "H", "H", "H", "C", "C", "H", "C", "H", "C", "H", "C", "H", "H", "H", "H", "H", "H", "H", "C", "H", "H", "H", "H", "H", "H", "H", "H", "C", "C", "H", "C", "H", "F", "C", "H", "C", "H", "H", "H", "H", "P", "C", "H", "H", "H", "C", "H", "C", "H", "H", "C", "H", "H", "H", "H", "H", "F", "H", "F", "C", "H", "H", "H", "C", "C", "H", "C", "C", "H", "H", "H", "C", "P", "H", "H", "C", "H", "F", "C", "H", "C", "H", "C", "F", "H", "N", "H", "H", "H", "C", "H", "H", "C", "H", "H", "H", "C", "H", "H", "H", "H", "H", "C", "H"],
  "positions_angstrom": [[8.68433, 10.13146, 14.05640], [20.12666, 11.58784, 12.23283], [9.28704, 14.39680, 15.04833], [6.16561, 12.33532, 13.81962], [15.84128, 16.78165, 8.62950], [17.84336, 14.63661, 16.65979], [7.34412, 10.18218, 12.51485], [10.36780, 18.02613, 19.01245], [14.65220, 20.03496, 17.66386], [3.32862, 14.85558, 16.16727], [13.89003, 18.75051, 15.78580], [13.15250, 16.72756, 16.60307], [17.48002, 23.60401, 17.53369], [12.41574, 22.68301, 8.20742], [16.25374, 13.97181, 16.81850], [8.62708, 14.57966, 12.96721], [10.25156, 15.85589, 17.78664], [17.39477, 12.76517, 15.43334], [16.22317, 24.48130, 11.63251], [12.69804, 18.92206, 14.38232], [16.69388, 19.07232, 15.02556], [8.39672, 12.07973, 13.14397], [11.59413, 23.04443, 10.13439], [11.04663, 25.15889, 8.80898], [15.91604, 22.19632, 17.07217], [18.30001, 12.86558, 14.20310], [12.94231, 20.09741, 13.39291], [6.99846, 12.84893, 15.73592], [16.55858, 24.15836, 13.36707], [11.55219, 11.84771, 15.54973], [14.70846, 18.66995, 9.27442], [13.14022, 21.03147, 13.91871], [16.49090, 17.51321, 9.99882], [14.86962, 21.61040, 16.14541], [14.89321, 21.73384, 3.17849], [12.02565, 22.58344, 7.19450], [8.11589, 17.18975, 13.86640], [15.24739, 22.24699, 6.68187], [16.41852, 19.57608, 8.55940], [12.09619, 11.26471, 17.43454], [15.20080, 22.29037, 4.06379], [18.62340, 9.53876, 13.34562], [16.78982, 11.55374, 12.61071], [12.15236, 18.67836, 10.95707], [6.04861, 13.12195, 14.56503], [10.63958, 19.32243, 10.81473], [17.24311, 23.40945, 15.79738], [8.87784, 9.19914, 10.65606], [4.71397, 14.27413, 17.01833], [16.51401, 10.23045, 10.81944], [16.28762, 12.52087, 12.63419], [7.96711, 10.03018, 14.87091], [4.52644, 13.55827, 14.96756], [13.69691, 23.90310, 3.93247], [17.33769, 22.25675, 12.12272], [19.01031, 12.99775, 11.81166], [12.79137, 20.60771, 7.87470], [16.32932, 22.22234, 6.81198], [14.97567, 23.29413, 6.81514], [10.79878, 18.33052, 12.13953], [8.15776, 18.26338, 13.68291], [13.54038, 14.91108, 15.01219], [9.65976, 24.16524, 9.44613], [10.50086, 24.21693, 8.75477], [6.71156, 11.94365, 16.27095], [16.76264, 22.08825, 9.43620], [14.50907, 19.13371, 10.24048], [18.02551, 10.26558, 14.86826], [14.11019, 20.40200, 16.79231], [15.24959, 24.14781, 2.95739], [4.10177, 12.60869, 15.29322], [9.75327, 12.01139, 16.69451], [18.89154, 10.03995, 11.20329], [6.31874, 13.92555, 13.87993], [14.05868, 11.31287, 18.47166], [19.63913, 17.48629, 16.17449], [11.25625, 12.13268, 16.55933], [17.02979, 11.13817, 11.13267], [9.35518, 10.99669, 16.69746], [14.34207, 16.82436, 11.27965], [12.07974, 10.18736, 17.26978], [12.78040, 20.93496, 9.48093], [15.59408, 20.64462, 11.17809], [19.12107, 11.92725, 11.98448], [11.92301, 18.24824, 17.61453], [14.90366, 21.42911, 8.26686], [3.83303, 13.73502, 14.14534], [16.27260, 22.34890, 12.33534], [13.47073, 12.81286, 18.18498], [15.45575, 23.25844, 9.68434], [18.03500, 17.17237, 16.72616], [4.80379, 15.65125, 15.95456], [18.57877, 11.02286, 10.85092], [11.84397, 20.32020, 12.38813], [15.42136, 15.57589, 10.73098], [9.38771, 16.51395, 13.30469], [15.99682, 24.20970, 16.87512], [13.21827, 17.71224, 17.06585], [15.20268, 19.32010, 7.28768], [8.11470, 9.48158, 12.83651], [13.74520, 18.33713, 8.88783], [14.00796, 17.66888, 17.81594], [9.46467, 16.66541, 12.22801], [11.10159, 18.27761, 16.89865], [10.99448, 20.59181, 13.01479], [18.95949, 11.25360, 9.85597], [18.55940, 18.76543, 16.95892], [14.78336, 23.82678, 3.88888], [16.27895, 22.37352, 3.92677], [12.63406, 17.93412, 13.92625], [8.66601, 15.05047, 15.66080], [16.70766, 14.75224, 15.33080], [9.55820, 9.54606, 14.34233], [16.63158, 21.47235, 17.46202], [10.22824, 14.45656, 15.59484], [14.39496, 21.88708, 11.42180], [15.53502, 18.06624, 15.32120], [15.71146, 22.19901, 9.70237], [11.85971, 17.67197, 19.71541], [9.23202, 9.40141, 11.66688], [14.23539, 12.01583, 16.83034], [14.08012, 12.66448, 14.53014], [15.52722, 17.29151, 9.54028], [9.90094, 10.26201, 11.66433], [4.39145, 14.64640, 16.04596], [17.92499, 13.77762, 13.73871], [18.78981, 19.09401, 14.48624], [15.34305, 21.33133, 15.20408], [16.42737, 12.28889, 15.27398], [13.60569, 14.00259, 13.73320], [14.72821, 16.34133, 10.38205], [15.51272, 17.37285, 14.48047], [7.61804, 8.55022, 13.10854], [17.90268, 12.23419, 16.23844], [11.18994, 22.97784, 9.12430], [14.04683, 22.28154, 15.89907], [11.29922, 17.50298, 18.79596], [13.16141, 20.70513, 17.23505], [16.10048, 21.83628, 13.28175], [15.35362, 19.60565, 8.32873], [15.43120, 22.44529, 18.01613], [11.54960, 11.30602, 18.37668], [13.12649, 23.50617, 8.13429], [16.23568, 10.80120, 13.17169], [13.72610, 21.42034, 5.42084], [13.64642, 13.18714, 12.33228], [11.75806, 19.09674, 14.90580], [13.03940, 15.36530, 12.96931], [18.70215, 10.38932, 14.02271], [10.62025, 22.06725, 9.30970], [16.52551, 11.99621, 10.68817], [7.19436, 16.84771, 13.39534], [9.03169, 11.63456, 13.90995], [15.43400, 21.72201, 11.13677], [15.31080, 20.59384, 5.33296], [16.02514, 23.82235, 12.47789], [18.06410, 18.35202, 14.81925], [10.28443, 16.97651, 13.71703], [11.50747, 13.18914, 16.65360], [10.36630, 14.57627, 13.18247], [14.80664, 21.55887, 5.38436], [8.79501, 12.70520, 15.38543], [18.02837, 17.51100, 14.12678], [13.94377, 19.94869, 12.98911], [13.15242, 21.37740, 8.55684], [12.15793, 19.24463, 17.98885], [15.13452, 14.59375, 13.46219], [11.36516, 19.08419, 11.59247], [12.23083, 21.04833, 11.67520], [13.55876, 11.85630, 17.66987], [14.94440, 23.86144, 12.61416], [18.65059, 17.93846, 16.25472], [12.09878, 13.43623, 13.84648], [16.01484, 17.47114, 16.09820], [18.21306, 11.66844, 13.20952], [16.78117, 19.71864, 15.89892], [19.37619, 12.91110, 14.37004], [19.75672, 10.51449, 14.26830], [11.06189, 15.99584, 18.50210], [11.90418, 15.37895, 18.18892], [10.06136, 11.86092, 13.63308], [9.43342, 14.96368, 13.59206], [13.97415, 15.90553, 9.72664], [15.16788, 24.43594, 4.70690], [16.44342, 19.68208, 14.15748], [16.73438, 23.41524, 16.76136], [7.91298, 17.22036, 14.93691], [10.58569, 15.51490, 19.35653], [6.99140, 13.73650, 16.36859], [9.94618, 24.12967, 7.82053], [9.87832, 8.58164, 11.98052], [17.07626, 14.08842, 16.11284], [9.38159, 12.45792, 17.61677]],
  "forces_ev_per_angstrom": [[0.7, 0.2, 1.2], [0.1, 0.7, 0.2], [0.9, 1.4, -0.2], [-0.9, -0.7, 0.4], [-0.4, 0.3, -0.5], [0.5, -0.5, -0.2], [-0.4, -0.2, -0.4], [-0.3, -0.3, -0.1], [0.4, -0.1, 0.1], [-0.1, -0.2, 0.0], [1.8, 2.8, -1.5], [-0.2, -0.3, 0.2], [0.0, -0.2, 0.0], [-0.8, -0.5, -0.1], [0.0, -0.2, -0.1], [-0.1, -0.4, 0.1], [0.2, 0.3, -0.7], [1.0, -0.6, 1.7], [0.5, -0.3, -0.1], [0.1, 0.3, 0.8], [0.0, -0.7, -0.1], [0.0, 0.1, -0.1], [0.3, 0.6, 0.3], [0.1, -0.3, 0.1], [0.3, -0.7, 2.0], [-0.6, -0.4, -0.5], [1.3, -0.9, 0.8], [0.3, 0.2, 0.1], [-0.2, 0.4, -0.1], [-0.2, 0.4, -0.4], [-0.5, -2.3, 0.8], [-0.5, 0.1, 0.5], [0.0, 0.4, 0.4], [-0.6, -0.7, -0.1], [-0.4, -0.1, 0.3], [0.0, 0.0, -0.2], [0.0, 0.8, -0.4], [1.0, -0.2, 0.9], [0.3, 0.2, -0.4], [1.0, 0.7, 2.1], [0.3, 2.0, 0.2], [-0.1, 0.0, 0.1], [1.3, -1.4, -0.1], [0.4, -0.6, 0.5], [-1.1, 1.3, -1.3], [-0.3, 0.8, 0.0], [-0.2, 0.1, -0.1], [-0.2, 0.1, 0.3], [0.1, 0.0, 0.0], [-0.1, 0.1, 0.2], [0.2, -0.1, 0.5], [-0.1, -0.1, 0.2], [1.4, -1.5, 0.2], [0.0, 0.3, -0.5], [0.2, -0.6, -0.1], [0.4, -0.1, -0.2], [0.1, -0.2, -0.4], [0.5, 0.3, -0.7], [-0.2, 0.0, -0.2], [0.8, 0.0, 0.3], [0.1, 0.1, -0.5], [-0.2, -0.5, 2.1], [-0.2, 1.1, 0.3], [-2.5, -0.1, 0.1], [-0.3, 0.1, 0.3], [0.3, 0.3, 0.3], [0.1, -0.1, 0.1], [0.3, 0.1, -0.1], [0.5, -0.6, -0.2], [-0.5, 0.2, 0.0], [-0.2, 0.1, 0.9], [-0.8, -0.3, 1.0], [0.0, -0.3, -0.8], [0.9, 0.7, 0.6], [0.1, -0.6, -0.4], [0.2, 0.5, 0.1], [0.3, -0.2, -2.2], [-0.1, 0.5, -0.3], [0.3, -0.4, 0.2], [-0.4, -0.1, -0.1], [0.1, 0.1, -0.9], [0.8, 0.3, 0.6], [0.0, -0.2, 0.1], [-0.4, -0.5, 0.2], [-0.5, 0.1, 1.1], [-1.3, -2.2, 2.1], [0.8, 0.5, -0.6], [0.9, 0.1, -2.5], [-0.3, 0.4, -0.4], [0.2, 0.3, -0.4], [-0.2, -0.3, -0.1], [0.6, -0.2, -0.8], [-1.3, 0.8, 2.5], [-0.5, -1.5, 0.0], [-0.3, -0.3, 0.0], [-0.4, -1.0, 1.9], [0.5, 0.7, -0.7], [0.0, -0.8, -0.4], [0.2, -0.4, -0.1], [0.6, 1.4, -2.2], [-0.2, 0.1, 0.0], [0.0, -0.1, 0.2], [-0.2, -0.2, 0.0], [0.4, 0.3, -0.5], [-0.2, 1.0, -0.5], [-0.2, 0.0, 0.2], [0.6, 0.2, -0.2], [0.0, -2.0, 0.8], [0.3, -0.6, 0.5], [0.1, 0.0, -0.4], [-0.5, -0.1, -0.1], [-0.2, 0.4, 0.1], [0.3, 0.2, 0.3], [-0.1, -0.9, -0.6], [0.5, 0.2, -0.4], [-0.3, 0.0, -0.3], [1.0, -0.1, -0.1], [0.3, 1.0, -0.1], [0.4, -0.4, 0.0], [-0.7, -0.8, 1.8], [-0.4, -0.4, -0.2], [0.7, 0.8, 0.0], [0.1, 2.0, -0.5], [-0.4, 0.3, 0.0], [-0.6, -0.5, 0.5], [0.4, -0.1, -0.9], [-0.1, 0.0, -0.5], [-0.2, -0.2, -0.1], [0.2, -0.1, -0.6], [-0.1, 1.0, -2.7], [0.5, 0.0, 0.0], [-0.7, 0.0, -0.4], [0.4, -0.2, -0.4], [0.0, -0.8, -0.2], [3.4, -1.1, 0.4], [0.4, 0.6, -0.1], [0.4, -0.7, -0.1], [-0.2, 0.2, -0.4], [-0.4, -0.2, -0.3], [1.3, 1.7, -1.3], [-0.4, 0.1, 0.1], [0.5, 0.1, 0.8], [-0.2, 0.4, 0.5], [0.0, 0.3, 0.1], [-0.1, -0.2, -0.1], [0.9, 0.3, -0.1], [-0.4, 0.0, 0.0], [-0.1, -0.8, -0.5], [-1.0, 1.1, -1.7], [-0.7, 0.0, -1.0], [0.4, -0.3, -1.2], [0.1, -0.2, -0.1], [0.0, 0.4, 0.3], [0.3, -0.9, 1.1], [-0.3, -0.2, 0.1], [-1.1, 0.0, 0.6], [0.1, 0.6, 2.5], [0.0, 0.1, 0.2], [0.3, -0.1, 0.2], [-0.1, 0.0, 0.0], [0.2, 0.5, -0.6], [-1.3, 0.2, -2.5], [-0.1, 0.1, 0.0], [0.0, -0.4, -0.7], [-1.4, -0.1, -0.8], [-0.5, 0.2, -0.2], [-0.4, -1.3, 0.2], [0.0, 0.3, -0.9], [-0.6, 0.5, 0.2], [-1.1, -0.2, 1.0], [-0.2, 0.7, 0.5], [-1.2, -0.6, -1.2], [-0.7, 0.4, 0.9], [-0.6, -0.3, 0.8], [0.1, 0.1, 1.0], [0.2, 0.2, -0.1], [-0.2, 0.4, 0.5], [-0.3, 0.3, 0.3], [-1.1, 0.3, 0.6], [0.2, 0.4, 0.1], [0.1, -0.3, -0.3], [-0.1, 0.0, -0.6], [-0.4, -0.2, 0.6], [0.2, 0.0, 0.0], [0.0, 0.0, -0.1], [-0.7, 0.8, -0.3], [0.5, -0.8, 0.3], [0.4, 0.0, 0.4], [-0.2, -0.3, 0.6], [0.5, 0.1, -0.5], [0.1, -0.2, -0.3], [-0.7, 1.1, -0.8], [0.1, 0.1, 0.3]]
}